No. 1
Formula: C5H8P2
Source: the OMol25 dataset
Level of theory: ωB97M-V/def2-TZVPD

Element x y z (Å)
C (-3.02, 1.27, 1.16)
C (-1.68, 0.73, 1.43)
C (-0.54, 0.38, 1.71)
P (1.04, -0.28, 1.94)
P (1.82, 0.39, 0.02)
C (1.70, -0.98, -0.96)
C (1.92, -1.11, -2.39)
H (-2.95, 2.19, 0.77)
H (-3.69, 1.56, 2.00)
H (-3.63, 0.69, 0.61)
H (1.51, 0.77, 2.55)
H (1.48, -2.05, -0.50)
H (2.84, -1.80, -2.71)
H (2.01, -0.18, -2.78)
H (1.17, -1.60, -2.86)

Properties
Structure (SMILES): CC#C[PH]#P=CC

Just the Löwdin charges please, in e? Sure, here they are:
1. C -0.09
2. C -0.12
3. C -0.45
4. P 0.57
5. P 0.66
6. C -0.61
7. C -0.23
8. H 0.04
9. H 0.10
10. H 0.03
11. H -0.17
12. H 0.08
13. H 0.14
14. H 0.02
15. H 0.03

***

No. 2
Formula: C30H59Br3Cl2FI2LiMgN5O5
Source: the OMol25 dataset
Level of theory: ωB97M-V/def2-TZVPD

Element x y z (Å)
C (-11.20, -1.86, 4.67)
C (-11.61, -3.19, 4.12)
C (-10.26, -3.91, 3.73)
C (-9.79, -3.52, 2.33)
C (-8.32, -3.94, 2.16)
C (-7.89, -3.88, 0.68)
C (-7.19, -2.53, 0.41)
C (-5.70, -2.61, 0.72)
C (-5.01, -1.28, 0.34)
C (-3.72, -1.53, -0.46)
C (-2.99, -0.20, -0.81)
C (-1.62, -0.19, -0.12)
C (-0.90, 1.17, -0.24)
C (0.17, 1.10, -1.43)
N (1.50, 1.65, -1.05)
C (2.16, 2.84, -1.21)
N (1.70, 3.98, -1.74)
C (0.38, 4.34, -2.26)
C (0.19, 5.86, -2.07)
C (0.52, 6.32, -0.64)
N (3.42, 2.80, -0.72)
C (3.52, 1.57, -0.22)
C (4.80, 1.10, 0.39)
C (6.00, 1.62, -0.43)
C (7.18, 0.75, 0.00)
C (8.44, 0.97, -0.78)
O (9.12, 0.00, -1.08)
O (8.82, 2.21, -1.11)
C (10.25, 2.21, -1.32)
C (10.86, 3.59, -1.34)
N (2.41, 0.87, -0.36)
C (2.26, -0.51, 0.12)
I (3.62, -1.81, -1.08)
C (2.60, -0.74, 1.60)
C (2.24, 0.40, 2.59)
I (1.70, -2.56, 2.31)
H (-12.16, -1.20, 4.91)
H (-10.58, -2.02, 5.55)
H (-10.57, -1.36, 3.93)
H (-12.24, -3.08, 3.24)
H (-12.15, -3.75, 4.87)
H (-9.50, -3.54, 4.42)
H (-10.32, -4.99, 3.88)
H (-10.42, -3.97, 1.56)
H (-9.88, -2.44, 2.22)
H (-8.22, -4.94, 2.60)
H (-7.68, -3.30, 2.77)
H (-8.79, -4.01, 0.08)
H (-7.24, -4.74, 0.48)
H (-7.68, -1.82, 1.08)
H (-7.38, -2.31, -0.64)
H (-5.56, -2.81, 1.79)
H (-5.28, -3.43, 0.12)
H (-4.72, -0.76, 1.26)
H (-5.68, -0.67, -0.27)
H (-3.97, -2.09, -1.36)
H (-3.08, -2.17, 0.16)
H (-2.92, -0.14, -1.89)
H (-3.63, 0.60, -0.45)
H (-1.79, -0.45, 0.92)
H (-1.03, -1.00, -0.55)
H (-0.46, 1.44, 0.74)
H (-1.66, 1.91, -0.49)
H (-0.27, 1.52, -2.35)
H (0.30, 0.04, -1.65)
H (2.38, 4.71, -1.77)
H (-0.45, 3.87, -1.72)
H (0.34, 4.14, -3.32)
H (-0.87, 6.07, -2.20)
H (0.76, 6.42, -2.81)
H (1.60, 6.26, -0.47)
H (0.07, 5.66, 0.10)
H (0.25, 7.36, -0.47)
H (4.87, 1.47, 1.42)
H (4.87, 0.02, 0.36)
H (5.78, 1.38, -1.47)
H (6.16, 2.69, -0.28)
H (6.92, -0.30, -0.10)
H (7.41, 0.92, 1.06)
H (10.71, 1.64, -0.51)
H (10.43, 1.73, -2.29)
H (10.63, 4.16, -0.44)
H (11.94, 3.46, -1.36)
H (10.57, 4.13, -2.24)
H (1.26, -0.90, -0.05)
H (3.66, -0.92, 1.66)
H (1.48, 0.10, 3.30)
H (3.14, 0.59, 3.19)
H (1.99, 1.34, 2.09)
C (13.03, -0.37, -3.60)
Br (11.34, -0.32, -2.67)
Br (14.50, -0.17, -2.39)
Br (13.20, -1.96, -4.68)
H (13.04, 0.48, -4.27)
C (-9.03, -1.29, -2.59)
O (-8.39, -0.24, -2.80)
O (-8.69, -2.31, -3.45)
O (-9.89, -1.54, -1.74)
H (-8.02, -1.84, -3.98)
N (10.76, -3.13, -1.14)
H (9.98, -2.47, -1.15)
H (10.89, -3.52, -2.08)
H (11.61, -2.64, -0.86)
H (10.57, -3.89, -0.48)
Cl (6.06, -3.17, -1.08)
Li (0.57, 3.03, 0.20)
F (-13.50, -1.25, 5.38)
Mg (1.82, 3.04, 2.86)
Cl (1.18, 1.94, -3.82)

Properties
Net charge: +1

Löwdin population analysis, charges in e, atoms 1 to 99:
1. C -0.02
2. C -0.20
3. C -0.17
4. C -0.21
5. C -0.21
6. C -0.18
7. C -0.21
8. C -0.20
9. C -0.21
10. C -0.21
11. C -0.19
12. C -0.21
13. C -0.18
14. C -0.22
15. N -0.05
16. C -0.45
17. N 0.05
18. C -0.24
19. C -0.21
20. C -0.10
21. N 0.23
22. C -0.30
23. C -0.15
24. C -0.15
25. C -0.08
26. C -0.46
27. O -0.05
28. O 0.04
29. C -0.30
30. C -0.05
31. N -0.02
32. C -0.68
33. I 0.88
34. C -0.82
35. C -0.27
36. I 0.90
37. H 0.11
38. H 0.11
39. H 0.11
40. H 0.12
41. H 0.12
42. H 0.11
43. H 0.13
44. H 0.12
45. H 0.11
46. H 0.11
47. H 0.11
48. H 0.10
49. H 0.11
50. H 0.12
51. H 0.10
52. H 0.11
53. H 0.11
54. H 0.11
55. H 0.11
56. H 0.11
57. H 0.11
58. H 0.12
59. H 0.11
60. H 0.12
61. H 0.11
62. H 0.06
63. H 0.10
64. H 0.01
65. H 0.11
66. H 0.15
67. H 0.11
68. H 0.04
69. H 0.11
70. H 0.12
71. H 0.06
72. H 0.06
73. H 0.08
74. H 0.13
75. H 0.02
76. H 0.14
77. H 0.12
78. H 0.09
79. H 0.14
80. H 0.11
81. H 0.01
82. H 0.08
83. H 0.08
84. H 0.08
85. H 0.03
86. H 0.03
87. H 0.04
88. H 0.08
89. H -0.20
90. C -1.59
91. Br 0.79
92. Br 0.59
93. Br 0.59
94. H -0.02
95. C -0.78
96. O 0.11
97. O 0.10
98. O 0.15
99. H 0.12

***

No. 3
Formula: C3H9NO2S
Source: the OMol25 dataset
Level of theory: ωB97M-V/def2-TZVPD

Element x y z (Å)
C (-1.07, 0.35, 0.47)
O (-2.06, -0.12, -0.41)
C (0.33, -0.29, 0.24)
C (1.52, 0.66, 0.16)
S (1.64, 2.07, 1.39)
N (0.65, -1.31, 1.25)
H (-0.96, 1.45, 0.41)
H (-1.37, 0.07, 1.50)
H (0.17, -0.81, -0.70)
H (1.62, 1.10, -0.84)
H (2.43, 0.10, 0.38)
H (1.34, -0.96, 1.91)
H (-0.17, -1.53, 1.81)
H (-1.78, -0.32, -1.79)
H (-0.75, 0.05, -2.95)
O (-1.54, -0.51, -2.83)

Properties
Net charge: -2

Just the Löwdin charges please, in e? Sure, here they are:
1. C -0.38
2. O -0.37
3. C -0.47
4. C -0.70
5. S -0.05
6. N -0.01
7. H 0.06
8. H 0.08
9. H 0.10
10. H 0.02
11. H 0.00
12. H 0.03
13. H 0.03
14. H -0.04
15. H -0.03
16. O -0.26

***

No. 4
Formula: C22H11Cl5F6N3NiO4S3
Source: the OMol25 dataset
Level of theory: ωB97M-V/def2-TZVPD

Element x y z (Å)
Ni (0.48, 0.81, -0.66)
F (3.17, -1.31, 4.47)
C (2.46, -0.23, 4.12)
F (3.29, 0.81, 4.07)
F (1.56, 0.00, 5.08)
S (1.58, -0.50, 2.52)
O (0.96, 0.77, 2.24)
O (0.75, -1.63, 2.77)
N (2.81, -0.86, 1.61)
S (3.29, -0.28, 0.25)
O (2.44, 0.72, -0.38)
O (3.86, -1.28, -0.58)
C (4.71, 0.78, 0.76)
F (4.30, 1.76, 1.57)
F (5.63, 0.06, 1.40)
F (5.28, 1.33, -0.32)
Cl (1.28, 1.60, -3.34)
C (1.04, 2.99, -2.30)
C (0.65, 2.73, -0.99)
C (0.40, 3.84, -0.20)
Cl (-0.15, 3.57, 1.43)
C (0.57, 5.14, -0.66)
Cl (0.26, 6.49, 0.37)
C (0.98, 5.36, -1.97)
Cl (1.21, 6.96, -2.56)
C (1.22, 4.27, -2.81)
Cl (1.72, 4.52, -4.44)
N (-6.25, 0.50, 0.71)
C (-5.70, 1.05, -0.38)
S (-6.63, 1.71, -1.57)
C (-4.20, 1.00, -0.45)
C (-3.53, 1.60, -1.51)
C (-2.15, 1.56, -1.55)
N (-1.42, 0.95, -0.61)
C (-2.05, 0.36, 0.41)
C (-3.43, 0.38, 0.53)
H (-7.25, 0.58, 0.82)
H (-5.70, 0.23, 1.51)
H (-4.09, 2.10, -2.29)
H (-1.60, 2.04, -2.35)
H (-1.42, -0.13, 1.13)
H (-3.85, -0.14, 1.38)
C (0.35, -1.08, -0.66)
C (0.29, -2.29, -0.64)
C (0.27, -3.73, -0.60)
C (-0.38, -4.47, -1.58)
C (-0.39, -5.86, -1.52)
C (0.26, -6.52, -0.49)
C (0.91, -5.78, 0.49)
C (0.92, -4.40, 0.44)
H (-0.88, -3.95, -2.39)
H (-0.90, -6.42, -2.30)
H (0.25, -7.60, -0.45)
H (1.42, -6.29, 1.30)
H (1.42, -3.82, 1.20)

Properties
Net charge: -1

Just the Löwdin charges please, in e? Sure, here they are:
1. Ni 0.31
2. F 0.13
3. C -0.68
4. F 0.13
5. F 0.12
6. S 0.57
7. O -0.33
8. O -0.28
9. N -0.28
10. S 0.62
11. O -0.34
12. O -0.24
13. C -0.67
14. F 0.14
15. F 0.14
16. F 0.14
17. Cl 0.70
18. C -0.67
19. C -0.25
20. C -0.67
21. Cl 0.69
22. C -0.71
23. Cl 0.65
24. C -0.71
25. Cl 0.65
26. C -0.71
27. Cl 0.66
28. N 0.08
29. C -0.82
30. S 0.67
31. C -0.21
32. C -0.02
33. C -0.06
34. N 0.00
35. C -0.07
36. C 0.02
37. H 0.09
38. H 0.09
39. H 0.08
40. H 0.12
41. H 0.11
42. H 0.11
43. C -0.04
44. C -0.10
45. C -0.25
46. C -0.05
47. C -0.11
48. C -0.12
49. C -0.09
50. C -0.03
51. H 0.11
52. H 0.09
53. H 0.09
54. H 0.10
55. H 0.10

***

Number 1: gap between HOMO and LUMO 0.316 Ha, highest occupied orbital energy -8.39 eV, DFT total energy -23888.10748 eV. Number 2: gap between HOMO and LUMO 0.044 Ha, highest occupied orbital energy -9.24 eV, DFT total energy -309478.27648 eV. Number 3: gap between HOMO and LUMO 0.204 Ha, highest occupied orbital energy 0.62 eV, DFT total energy -19675.31357 eV. Number 4: gap between HOMO and LUMO 0.238 Ha, highest occupied orbital energy -5.58 eV, DFT total energy -188119.61140 eV.